This record from the OMol25 dataset describes a molecular structure, C20H13N5O2S3Tm at a distorted geometry. The level of theory is the ωB97M-V functional and the def2-TZVPD basis.

Values from the calculation:
- frontier orbital gap (alpha / beta) (eV) = 7.1 / 7.1
- spin multiplicity = 3
- ⟨S²⟩ = 2.00
- charge = -1

The geometry in XYZ format:
```
44
C20H13N5O2S3Tm the ωB97M-V functional and the def2-TZVPD basis
Tm 0.956 -0.211 0.408
C 3.515 0.666 1.678
C 3.934 0.044 0.497
C 3.603 0.609 -0.714
C 2.786 1.757 -0.746
C 2.356 2.358 0.431
C 2.740 1.804 1.646
H 3.791 0.254 2.641
H 4.584 -0.826 0.563
H 3.974 0.184 -1.651
H 2.523 2.201 -1.706
H 1.717 3.229 0.391
H 2.415 2.318 2.516
S 0.009 0.191 -2.133
C -0.293 -1.462 -2.661
C -1.204 -1.660 -3.694
C -1.483 -2.931 -4.191
C -2.491 -3.079 -5.211
N -3.242 -3.154 -6.074
C -0.789 -4.021 -3.703
C 0.173 -3.820 -2.744
C 0.421 -2.564 -2.174
S 1.540 -2.555 -0.827
C -1.037 -5.375 -4.164
N -1.231 -6.470 -4.466
H -1.718 -0.826 -4.131
H 0.724 -4.683 -2.362
S -0.788 -0.703 4.600
C 0.419 -0.921 3.494
N 1.258 -0.991 2.673
C -2.312 3.970 3.207
N -2.069 2.681 2.529
C -3.060 1.732 2.434
C -2.835 0.599 1.768
C -1.542 0.374 1.271
O -1.209 -0.741 0.795
N -0.595 1.360 1.270
C -0.845 2.555 1.881
O -0.041 3.465 1.998
H -3.329 3.999 3.551
H -2.112 4.797 2.512
H -1.619 4.042 4.064
H -4.016 1.987 2.867
H -3.579 -0.183 1.667
```

This record from the OMol25 dataset describes a molecular structure, C20H14AlBBr2F4N2OS at a distorted geometry. The level of theory is the ωB97M-V functional and the def2-TZVPD basis.

Values from the calculation:
- frontier orbital gap (eV) = 5.1
- relative energy (zero: lowest compared OMol25 entry of this formula, charge and spin) (kJ/mol) = 822.96

The geometry in XYZ format:
```
46
C20H14AlBBr2F4N2OS the ωB97M-V functional and the def2-TZVPD basis
Al -0.157 0.004 -0.040
C -0.132 -3.795 0.258
C 1.273 -3.341 0.205
C 2.249 -4.341 0.210
C 3.549 -4.000 0.133
C 3.908 -2.648 0.058
C 5.262 -2.295 -0.089
Br 6.622 -3.620 -0.141
C 5.630 -1.003 -0.234
C 4.660 -0.015 -0.132
Br 5.388 1.745 -0.250
C 3.312 -0.242 0.125
O 1.059 0.623 0.915
C 2.882 -1.630 0.102
N 1.547 -2.037 0.149
H -0.186 -4.879 0.327
H -0.645 -3.485 -0.638
H -0.643 -3.378 1.120
H 1.945 -5.376 0.280
H 4.319 -4.757 0.115
H 6.665 -0.733 -0.393
C -3.499 1.653 0.654
C -2.415 2.629 0.399
C -2.816 3.971 0.303
C -1.894 4.934 0.094
C -0.544 4.581 -0.025
C 0.400 5.601 -0.247
C 1.715 5.295 -0.386
C 2.109 3.960 -0.248
C 1.239 2.929 0.011
S 2.453 1.389 0.441
C -0.162 3.198 0.079
N -1.147 2.225 0.282
H -4.451 2.160 0.785
H -3.301 1.069 1.552
H -3.587 0.978 -0.176
H -3.865 4.209 0.409
H -2.179 5.978 0.021
H 0.046 6.624 -0.298
H 2.455 6.066 -0.565
H 3.167 3.712 -0.303
F -1.595 -0.754 -0.634
B -3.370 -1.911 -1.038
F -2.854 -2.624 -2.039
F -3.456 -2.440 0.181
F -4.248 -0.967 -1.364
```

This record from the OMol25 dataset describes a molecular structure, C20H14AsInN3S5. The level of theory is the ωB97M-V functional and the def2-TZVPD basis.

Values from the calculation:
- frontier orbital gap (eV) = 7.9
- relative energy (zero: lowest compared OMol25 entry of this formula, charge and spin) (kJ/mol) = 13.91
- charge = -1

The geometry in XYZ format:
```
44
C20H14AsInN3S5 the ωB97M-V functional and the def2-TZVPD basis
In -0.781 2.843 -0.320
S -2.377 2.449 1.510
S -3.550 1.119 0.425
S -3.908 2.146 -1.306
S -2.066 2.155 -2.291
S 1.645 2.673 -0.151
C 2.268 1.006 -0.089
C 3.672 0.933 -0.107
C 4.331 -0.277 -0.046
C 3.612 -1.467 0.035
C 2.233 -1.409 0.051
C 1.552 -0.191 -0.008
As -0.396 -0.169 0.009
C -0.663 -1.349 -1.529
C 0.180 -1.117 -2.616
C 0.009 -1.799 -3.810
C -1.016 -2.727 -3.943
C -1.870 -2.952 -2.876
C -1.700 -2.261 -1.681
C -0.664 -1.220 1.630
C 0.183 -0.908 2.695
C 0.017 -1.506 3.934
C -1.008 -2.422 4.135
C -1.867 -2.720 3.091
C -1.704 -2.116 1.849
H 4.237 1.855 -0.171
H 5.414 -0.295 -0.061
H 4.118 -2.422 0.082
H 1.661 -2.329 0.112
H 0.986 -0.397 -2.533
H 0.674 -1.599 -4.641
H -1.152 -3.260 -4.875
H -2.685 -3.660 -2.970
H -2.413 -2.437 -0.890
H 0.987 -0.195 2.556
H 0.688 -1.250 4.744
H -1.139 -2.889 5.103
H -2.682 -3.419 3.239
H -2.419 -2.346 1.075
N -0.506 9.106 1.317
C -0.417 8.268 0.522
N -0.274 7.399 -0.460
C -0.503 6.152 -0.357
N -0.708 5.002 -0.382
```

This record from the OMol25 dataset describes a molecular structure, C20H14BClFeNO2S2. The level of theory is the ωB97M-V functional and the def2-TZVPD basis.

Values from the calculation:
- frontier orbital gap (alpha / beta) (eV) = 7.7 / 8.0
- spin multiplicity = 2
- ⟨S²⟩ = 0.78
- relative energy (zero: lowest compared OMol25 entry of this formula, charge and spin) (kJ/mol) = 0.00

The geometry in XYZ format:
```
42
C20H14BClFeNO2S2 the ωB97M-V functional and the def2-TZVPD basis
Fe -1.843 -0.262 0.118
S -2.369 2.058 0.035
C -0.724 1.928 0.470
N -0.217 0.725 0.536
C 1.122 0.699 0.867
C 1.930 -0.429 0.969
C 3.258 -0.260 1.313
C 3.782 1.013 1.549
C 2.986 2.140 1.435
C 1.653 1.975 1.089
S 0.417 3.188 0.837
H 1.515 -1.406 0.761
H 3.905 -1.124 1.394
H 4.825 1.122 1.815
H 3.396 3.127 1.605
O -0.428 -1.590 -2.318
B -0.965 -0.452 -1.675
O -0.536 0.712 -2.322
C 0.352 0.308 -3.282
C 1.098 1.081 -4.140
C 1.961 0.403 -4.999
C 2.053 -0.981 -4.984
C 1.283 -1.751 -4.112
C 0.435 -1.072 -3.268
H 1.019 2.160 -4.138
H 2.574 0.969 -5.689
H 2.737 -1.476 -5.661
H 1.346 -2.831 -4.099
Cl -4.121 1.541 4.903
C -3.404 0.435 3.776
C -4.159 -0.091 2.751
C -3.555 -0.964 1.850
C -2.207 -1.353 1.977
C -1.574 -2.051 0.861
C -1.469 -0.766 3.026
C -2.056 0.105 3.915
H -5.199 0.185 2.643
H -4.150 -1.399 1.052
H -2.209 -2.745 0.316
H -0.563 -2.417 0.991
H -0.416 -1.006 3.116
H -1.484 0.550 4.717
```

This record from the OMol25 dataset describes a molecular structure, C20H14BrNO6Re. The level of theory is the ωB97M-V functional and the def2-TZVPD basis.

Values from the calculation:
- frontier orbital gap (alpha / beta) (eV) = 7.0 / 3.8
- spin multiplicity = 2
- ⟨S²⟩ = 0.77
- relative energy (zero: lowest compared OMol25 entry of this formula, charge and spin) (kJ/mol) = 221.90
- charge = +2

The geometry in XYZ format:
```
43
C20H14BrNO6Re the ωB97M-V functional and the def2-TZVPD basis
Re 0.090 -0.819 -0.465
C 2.398 -3.412 -0.986
C 1.536 -2.730 -1.830
C 0.135 -2.794 -1.658
C -0.363 -3.617 -0.624
C 0.500 -4.294 0.220
C 1.875 -4.198 0.031
H 3.467 -3.359 -1.140
H 1.930 -2.173 -2.669
H -0.524 -2.534 -2.479
H -1.432 -3.724 -0.503
H 0.100 -4.933 0.995
H 2.544 -4.752 0.677
O 0.053 1.121 0.345
C 0.491 2.189 -0.105
C 1.144 2.363 -1.374
C 1.562 3.639 -1.755
C 2.168 3.781 -2.978
C 2.372 2.711 -3.831
C 1.956 1.439 -3.453
C 1.353 1.290 -2.232
O 0.946 0.051 -1.817
N 2.614 5.127 -3.395
O 2.393 6.035 -2.628
O 3.205 5.207 -4.444
H 0.364 3.076 0.522
H 1.417 4.502 -1.118
H 2.854 2.883 -4.784
H 2.099 0.584 -4.100
Br -1.613 2.869 4.375
C -2.408 1.297 4.027
C -3.551 0.920 4.793
C -4.149 -0.275 4.520
C -3.623 -1.101 3.504
C -2.485 -0.724 2.745
C -1.871 0.462 2.989
C -2.020 -1.717 1.719
O -2.529 -2.781 1.597
O -0.969 -1.317 0.950
H -3.922 1.577 5.568
H -5.018 -0.595 5.079
H -4.085 -2.056 3.285
H -1.002 0.782 2.426
```

This record from the OMol25 dataset describes a molecular structure, C20H14CaIN5O4S2 at a distorted geometry. The level of theory is the ωB97M-V functional and the def2-TZVPD basis.

Values from the calculation:
- frontier orbital gap (eV) = 4.2
- relative energy (zero: lowest compared OMol25 entry of this formula, charge and spin) (kJ/mol) = 135.81
- charge = -2

The geometry in XYZ format:
```
47
C20H14CaIN5O4S2 the ωB97M-V functional and the def2-TZVPD basis
Ca -0.360 -0.299 0.112
O 1.475 4.780 0.949
C 0.138 4.896 1.066
C -0.400 6.128 1.436
C -1.762 6.274 1.628
C -2.615 5.203 1.417
C -2.095 3.991 0.999
C -0.728 3.817 0.826
C -0.218 2.480 0.404
O -0.986 1.693 -0.185
N 1.053 2.266 0.726
N 1.457 0.996 0.459
C 2.642 0.641 0.791
C 3.165 -0.673 0.547
C 4.450 -1.009 0.989
C 5.012 -2.246 0.743
C 4.287 -3.180 0.002
C 3.019 -2.894 -0.434
C 2.377 -1.651 -0.161
O 1.185 -1.448 -0.538
H 1.640 3.793 0.805
H 0.275 6.961 1.578
H -2.156 7.230 1.953
H -3.681 5.317 1.568
H -2.742 3.145 0.817
H 3.315 1.368 1.272
H 5.021 -0.267 1.541
H 6.001 -2.493 1.114
H 4.730 -4.145 -0.226
H 2.448 -3.617 -1.003
S -2.184 -1.154 -1.816
C -3.176 -2.181 -0.864
C -4.399 -2.492 -1.468
N -5.396 -2.726 -2.001
C -2.913 -2.722 0.387
S -1.475 -2.565 1.317
C -3.880 -3.516 1.011
N -4.633 -4.177 1.587
N 0.776 -1.051 3.298
C 0.071 0.103 3.315
O -0.642 0.444 2.384
C 0.219 0.939 4.531
I -1.407 0.426 6.014
H 0.587 -1.677 2.525
H 1.191 -1.433 4.130
H 0.056 1.989 4.324
H 1.133 0.763 5.085
```